(1)
ORCA calculation (ωB97M-V/def2-TZVPD) on 2 unconnected molecules or ions with the total composition C4H7ClO at a distorted geometry.

Structure (XYZ):
```
13
C4H7ClO ωB97M-V/def2-TZVPD
C 0.635 -1.172 0.862
C 0.430 -1.840 -0.511
C 0.553 -0.385 -0.204
C 0.681 1.913 0.242
O 0.451 0.798 -0.734
Cl -2.986 -0.022 0.123
H 0.951 -1.478 1.812
H -3.505 0.316 -0.930
H 1.208 -2.275 -1.077
H -0.659 -2.229 -0.769
H 1.719 1.801 0.574
H -0.043 1.670 1.011
H 0.563 2.903 -0.398
```

## Properties
2S+1: 3
HOMO-LUMO gap (spin up / spin down) in eV: 5.07 / 9.28
E_LUMO (spin up / spin down) in eV: 0.89 / -1.18
ΔE to the lowest compared entry with this formula, charge and spin in kJ/mol: 195.9
Charge: 0



(2)
ORCA calculation (ωB97M-V/def2-TZVPD) on a molecular structure, C28H58N6O8 at a distorted geometry.

Structure (XYZ):
```
100
C28H58N6O8 ωB97M-V/def2-TZVPD
C 2.723 1.258 0.537
O 1.974 0.514 1.256
N 3.287 2.439 1.034
C 4.038 3.316 0.109
C 3.162 2.929 2.388
H 2.924 1.055 -0.527
H 3.437 4.134 -0.288
H 4.381 2.719 -0.736
H 4.882 3.793 0.608
H 2.568 2.228 2.974
H 4.081 3.088 2.951
H 2.514 3.806 2.375
C 3.596 -0.290 -1.593
O 2.629 0.467 -1.915
N 3.500 -1.583 -1.374
C 4.683 -2.402 -1.258
C 2.196 -2.286 -1.554
H 4.634 0.040 -1.430
H 4.651 -3.306 -1.867
H 4.837 -2.726 -0.229
H 5.578 -1.872 -1.583
H 1.308 -1.655 -1.564
H 2.094 -2.705 -2.555
H 1.904 -3.027 -0.810
C -0.005 2.244 2.200
O -0.639 1.307 1.632
N -0.178 2.555 3.514
C 0.650 3.521 4.217
C -1.137 1.730 4.370
H 0.804 2.810 1.715
H 0.079 4.373 4.587
H 1.473 3.933 3.633
H 1.091 3.071 5.107
H -1.505 0.812 3.913
H -0.519 1.256 5.133
H -1.859 2.296 4.958
C -2.509 -5.397 -2.199
O -3.708 -5.534 -2.168
N -2.014 -4.525 -1.281
C -0.662 -4.494 -0.855
C -2.825 -3.410 -0.653
H -1.759 -5.855 -2.863
H -0.696 -4.942 0.138
H -0.295 -3.468 -0.829
H -0.029 -5.075 -1.527
H -2.618 -2.389 -0.976
H -3.899 -3.583 -0.721
H -2.573 -3.323 0.403
C -2.630 0.559 -0.556
C -2.372 0.971 -2.014
O -1.200 0.846 -2.451
C -3.520 1.559 -2.829
H -1.772 0.163 -0.013
H -3.278 -0.313 -0.641
H -3.054 1.326 0.093
H -3.583 0.984 -3.753
H -3.265 2.609 -2.975
H -4.351 1.465 -2.130
C -1.275 3.654 -2.012
C -0.100 3.321 -1.164
O 0.104 3.779 -0.057
C 0.893 2.404 -1.842
H -1.278 4.601 -2.553
H -2.111 4.121 -1.490
H -1.661 2.754 -2.489
H 1.269 2.982 -2.686
H 0.528 1.511 -2.349
H 1.609 1.965 -1.147
C -2.458 0.005 1.561
C -2.961 -1.085 2.482
O -3.759 -0.731 3.386
C -2.628 -2.544 2.133
H -1.517 0.435 1.907
H -3.152 0.846 1.559
H -2.390 -0.259 0.506
H -3.474 -2.973 1.596
H -2.412 -3.116 3.035
H -1.752 -2.403 1.499
C -2.345 -1.093 -3.596
C -0.982 -1.809 -3.707
O -0.839 -2.546 -4.636
C 0.207 -1.534 -2.817
H -2.196 -0.036 -3.818
H -2.758 -1.398 -2.635
H -2.899 -1.579 -4.399
H -0.124 -1.278 -1.811
H 0.833 -0.751 -3.244
H 0.836 -2.396 -2.593
C 0.599 -0.029 0.194
C -0.419 -0.994 -0.252
N -1.242 -1.741 -0.662
H 0.579 0.085 1.278
H 0.459 0.914 -0.335
H 1.527 -0.580 0.041
C 1.255 -0.065 3.394
C 2.517 -0.141 4.167
N 3.493 -0.207 4.769
H 0.709 -0.993 3.563
H 1.345 0.073 2.316
H 0.744 0.817 3.780
```

## Properties
2S+1: 1
HOMO-LUMO gap in eV: 8.20
E_LUMO in eV: 0.17
ΔE to the lowest compared entry with this formula, charge and spin in kJ/mol: 2022.6
Charge: 0



(3)
ORCA calculation (ωB97M-V/def2-TZVPD) on 9 unconnected molecules or ions with the total composition C19H58BF4N10O8 at a distorted geometry.

Structure (XYZ):
```
100
C19H58BF4N10O8 ωB97M-V/def2-TZVPD
B 9.759 8.945 -21.956
F 10.778 8.790 -22.856
F 9.880 10.049 -21.181
F 8.578 8.920 -22.593
F 9.777 7.940 -21.056
C 5.770 11.169 -22.187
O 5.902 11.950 -23.111
N 6.708 10.592 -21.546
N 4.671 10.916 -21.519
H 7.682 10.615 -21.811
H 6.343 9.862 -20.951
H 3.800 11.318 -21.836
H 4.710 10.162 -20.849
C 5.523 7.361 -20.343
O 5.010 8.469 -20.284
N 6.722 7.036 -20.758
N 4.864 6.321 -19.989
H 7.442 7.737 -20.860
H 6.908 6.059 -20.934
H 5.250 5.443 -20.303
H 3.880 6.277 -19.768
C 12.031 5.707 -22.271
O 12.595 4.694 -22.649
N 10.949 5.701 -21.571
N 12.558 6.903 -22.344
H 10.427 4.862 -21.360
H 10.715 6.534 -21.050
H 13.156 7.028 -23.148
H 11.882 7.605 -22.080
C 10.067 13.488 -21.370
C 10.460 13.032 -19.863
C 10.574 14.191 -18.893
O 9.387 15.051 -18.820
C 9.484 16.067 -17.686
N 9.517 12.056 -19.392
H 9.119 14.025 -21.357
H 10.084 12.553 -21.930
H 10.848 14.188 -21.666
H 11.426 12.527 -19.879
H 11.427 14.780 -19.228
H 10.742 13.742 -17.914
H 9.188 15.596 -16.749
H 8.757 16.854 -17.891
H 10.425 16.617 -17.675
H 8.565 12.387 -19.328
H 9.497 11.219 -19.958
C 7.743 12.012 -26.925
C 8.380 10.969 -25.968
C 9.445 11.644 -25.079
O 10.522 12.139 -25.972
C 11.591 12.619 -25.147
N 7.345 10.288 -25.236
H 7.178 12.707 -26.303
H 7.081 11.539 -27.650
H 8.494 12.666 -27.368
H 8.814 10.191 -26.596
H 9.825 10.919 -24.360
H 8.983 12.449 -24.507
H 11.416 13.544 -24.598
H 12.395 12.829 -25.852
H 11.870 11.860 -24.416
H 7.712 9.876 -24.390
H 6.587 10.932 -25.063
C 10.158 6.550 -29.740
C 11.557 6.243 -29.093
C 11.493 6.362 -27.600
O 11.332 7.648 -27.085
C 11.536 7.689 -25.632
N 12.061 4.965 -29.566
H 9.330 5.895 -29.468
H 10.170 6.534 -30.829
H 9.827 7.577 -29.582
H 12.223 7.011 -29.484
H 12.487 6.014 -27.318
H 10.834 5.596 -27.190
H 10.597 7.558 -25.093
H 11.911 8.667 -25.330
H 12.145 6.909 -25.175
H 12.968 4.760 -29.172
H 12.260 4.969 -30.556
C 14.530 10.470 -22.865
C 13.942 11.154 -21.625
C 14.828 12.268 -21.046
O 16.037 11.702 -20.571
C 16.661 12.709 -19.821
N 12.585 11.682 -21.914
H 14.443 11.028 -23.797
H 14.080 9.480 -22.943
H 15.560 10.206 -22.624
H 13.975 10.358 -20.881
H 14.179 12.751 -20.316
H 15.068 13.084 -21.727
H 17.628 12.442 -19.394
H 16.000 12.961 -18.992
H 16.750 13.644 -20.374
H 12.107 11.912 -21.055
H 12.034 10.943 -22.328
O 9.779 9.071 -18.532
H 10.028 8.826 -19.424
H 8.985 9.593 -18.639
```

## Properties
2S+1: 2
HOMO-LUMO gap (spin up / spin down) in eV: 8.50 / 3.16
E_LUMO (spin up / spin down) in eV: 0.08 / -5.26
Charge: 0



(4)
ORCA calculation (ωB97M-V/def2-TZVPD) on a molecular structure, C52H39ClF9KN6OP at a distorted geometry.

Structure (XYZ):
```
110
C52H39ClF9KN6OP ωB97M-V/def2-TZVPD
K 1.130 -4.175 -0.529
C 0.372 2.767 0.721
N -0.196 1.840 -0.229
C -0.066 0.467 -0.060
N -0.283 -0.162 -1.188
C -0.521 0.772 -2.131
C -0.522 2.055 -1.536
C -0.719 3.351 -2.123
C -1.512 4.300 -1.419
C -1.861 5.433 -2.079
C -1.266 5.805 -3.276
C -0.295 4.979 -3.850
C -0.037 3.747 -3.258
C -1.064 0.240 -3.398
C -1.904 0.955 -4.259
C -2.571 0.296 -5.305
C -2.498 -1.060 -5.430
C -1.639 -1.784 -4.590
C -0.850 -1.157 -3.656
P 0.076 -0.174 1.631
C 1.837 -0.655 1.741
N 2.556 -1.107 0.680
C 3.881 -0.752 0.960
C 3.944 -0.166 2.231
N 2.687 -0.181 2.771
C 2.372 0.067 4.194
C 5.117 0.470 2.920
C 6.285 -0.249 3.200
C 7.325 0.356 3.929
C 7.134 1.649 4.460
C 6.015 2.352 4.110
C 4.970 1.802 3.403
C 4.878 -0.829 -0.075
C 6.070 -0.071 -0.023
C 6.955 -0.145 -1.064
C 6.780 -0.988 -2.177
C 5.666 -1.792 -2.209
C 4.717 -1.716 -1.159
C -1.708 0.050 2.062
N -2.642 -0.406 1.220
C -3.866 -0.088 1.776
C -3.705 0.582 3.034
N -2.310 0.696 3.163
C -1.614 1.173 4.363
C -4.697 1.129 3.975
C -4.489 2.320 4.677
C -5.551 2.908 5.361
C -6.749 2.268 5.507
C -6.970 1.016 4.959
C -5.968 0.481 4.176
C -5.032 -0.556 1.013
C -6.288 0.068 1.032
C -7.310 -0.394 0.139
C -7.144 -1.503 -0.597
C -5.944 -2.222 -0.518
C -4.898 -1.748 0.260
H 0.842 3.639 0.191
H 1.126 2.275 1.320
H -0.440 3.154 1.409
H -1.907 4.073 -0.421
H -2.631 6.072 -1.644
H -1.606 6.664 -3.809
H 0.169 5.238 -4.802
H 0.625 3.071 -3.820
H -2.124 2.003 -4.076
H -3.120 0.974 -5.988
H -3.031 -1.621 -6.227
H -1.502 -2.833 -4.734
H -0.118 -1.669 -3.056
H 3.213 -0.299 4.811
H 1.449 -0.507 4.431
H 2.207 1.163 4.317
H 6.390 -1.272 2.845
H 8.274 -0.125 4.110
H 7.919 2.064 5.083
H 5.946 3.396 4.476
H 4.102 2.371 3.254
H 6.294 0.550 0.847
H 7.894 0.441 -1.072
H 7.527 -1.040 -3.025
H 5.496 -2.282 -3.171
H 3.895 -2.412 -1.173
H -2.221 0.977 5.256
H -1.435 2.248 4.335
H -0.636 0.678 4.465
H -3.508 2.825 4.700
H -5.444 3.922 5.831
H -7.523 2.910 5.909
H -7.916 0.469 5.098
H -6.131 -0.455 3.598
H -6.517 0.936 1.653
H -8.215 0.194 0.068
H -7.896 -1.834 -1.281
H -5.831 -3.181 -0.995
H -3.928 -2.274 0.208
Cl -0.226 -2.190 0.861
F -0.260 -4.814 -5.610
C 1.091 -4.533 -5.387
F 1.297 -3.206 -5.689
F 1.693 -5.230 -6.366
C 1.546 -4.814 -3.847
O 0.866 -4.055 -2.964
C 1.253 -6.336 -3.426
F 1.456 -6.490 -2.082
F 2.004 -7.263 -4.021
F -0.044 -6.615 -3.695
C 3.042 -4.411 -3.635
F 3.413 -4.720 -2.339
F 3.203 -3.075 -3.794
F 3.899 -5.060 -4.453
```

## Properties
2S+1: 1
HOMO-LUMO gap (spin up / spin down) in eV: 4.86 / 4.86
E_LUMO (spin up / spin down) in eV: 1.87 / 1.87
ΔE to the lowest compared entry with this formula, charge and spin in kJ/mol: 203.9
Charge: -1



(5)
ORCA calculation (ωB97M-V/def2-TZVPD) on 14 unconnected molecules or ions with the total composition C47H64F33N3O28 at a distorted geometry.

Structure (XYZ):
```
175
C47H64F33N3O28 ωB97M-V/def2-TZVPD
C 3.078 2.398 -3.801
N 3.421 1.200 -4.603
O 4.522 0.736 -4.385
O 2.625 0.760 -5.382
H 4.007 2.923 -3.607
H 2.540 2.100 -2.907
H 2.466 2.987 -4.482
C 5.571 -1.268 -1.349
N 4.614 -1.205 -0.212
O 5.040 -1.545 0.862
O 3.482 -0.824 -0.425
H 5.455 -0.431 -2.035
H 5.453 -2.140 -1.989
H 6.563 -1.242 -0.910
C 3.655 3.832 1.774
N 4.253 3.537 3.107
O 3.961 2.501 3.669
O 4.977 4.387 3.593
H 3.660 4.908 1.653
H 2.704 3.310 1.841
H 4.276 3.373 1.007
C -1.870 -3.691 -4.754
C -2.790 -2.509 -4.861
O -4.037 -2.841 -5.461
C -4.980 -3.368 -4.702
O -4.896 -3.461 -3.511
C -6.211 -3.927 -5.454
F -7.330 -3.612 -4.833
F -6.276 -3.423 -6.698
F -6.056 -5.249 -5.535
H -0.847 -3.420 -4.488
H -1.793 -4.112 -5.760
H -2.226 -4.399 -4.005
H -2.342 -1.721 -5.467
H -2.872 -2.032 -3.887
C 0.756 4.901 -2.376
C 1.822 5.474 -1.454
O 3.106 5.377 -2.079
C 4.158 5.878 -1.433
O 4.139 6.260 -0.308
C 5.456 5.817 -2.270
F 5.933 7.053 -2.412
F 6.354 5.065 -1.656
F 5.239 5.329 -3.490
H 0.815 3.809 -2.369
H 1.012 5.104 -3.420
H -0.254 5.234 -2.161
H 1.858 4.864 -0.550
H 1.597 6.516 -1.229
C -0.683 0.080 -7.649
C -2.019 0.840 -7.733
O -1.936 1.992 -6.871
C -2.301 1.835 -5.615
O -2.788 0.838 -5.167
C -1.950 3.044 -4.723
F -0.622 3.219 -4.812
F -2.596 4.156 -5.069
F -2.238 2.804 -3.449
H -0.511 -0.446 -8.588
H -0.766 -0.688 -6.878
H 0.176 0.697 -7.403
H -2.937 0.284 -7.557
H -2.149 1.252 -8.734
C 0.727 1.008 1.350
C -0.343 1.415 0.327
O -0.681 0.343 -0.533
C 0.122 0.146 -1.570
O 1.062 0.821 -1.848
C -0.377 -0.993 -2.472
F -1.480 -0.532 -3.061
F 0.527 -1.245 -3.411
F -0.579 -2.102 -1.764
H 0.784 1.737 2.157
H 1.741 0.838 0.978
H 0.494 0.036 1.790
H -0.037 2.357 -0.129
H -1.220 1.668 0.921
C 1.216 -5.238 -2.566
C 2.698 -5.253 -2.305
O 3.307 -4.357 -3.254
C 4.627 -4.370 -3.381
O 5.392 -5.000 -2.719
C 5.048 -3.563 -4.615
F 6.297 -3.085 -4.474
F 5.019 -4.391 -5.669
F 4.285 -2.475 -4.827
H 0.637 -5.803 -1.831
H 0.956 -5.659 -3.536
H 0.784 -4.239 -2.472
H 3.105 -6.236 -2.559
H 3.030 -5.033 -1.292
C 1.349 -3.824 0.613
C 1.696 -5.180 1.246
O 2.801 -5.134 2.153
C 3.989 -4.893 1.677
O 4.321 -4.781 0.526
C 5.011 -4.765 2.796
F 4.734 -5.685 3.744
F 6.263 -4.998 2.447
F 4.940 -3.562 3.363
H 1.036 -3.088 1.342
H 0.559 -4.017 -0.116
H 2.171 -3.500 -0.025
H 1.973 -5.912 0.483
H 0.829 -5.578 1.767
C 2.987 -0.968 4.206
C 3.140 -0.319 5.558
O 2.104 -0.685 6.501
C 0.932 -0.083 6.506
O 0.588 0.728 5.695
C -0.021 -0.670 7.574
F -1.278 -0.583 7.186
F 0.243 -1.961 7.793
F 0.175 0.024 8.699
H 2.345 -0.299 3.631
H 2.458 -1.917 4.322
H 3.924 -1.159 3.691
H 3.107 0.767 5.481
H 4.027 -0.672 6.081
C 0.892 -5.479 6.020
C -0.457 -4.785 5.927
O -0.414 -3.750 4.959
C -1.494 -3.030 4.738
O -2.505 -3.090 5.368
C -1.324 -2.036 3.576
F -0.127 -2.117 3.018
F -2.263 -2.345 2.662
F -1.538 -0.807 4.000
H 0.903 -6.160 6.870
H 1.780 -4.850 6.029
H 1.042 -6.116 5.141
H -0.689 -4.373 6.912
H -1.260 -5.469 5.649
C -3.668 1.546 3.357
C -4.676 0.494 3.767
O -5.901 1.062 4.291
C -5.894 1.647 5.471
O -4.957 1.761 6.206
C -7.314 2.150 5.844
F -7.491 2.214 7.144
F -7.406 3.412 5.398
F -8.234 1.396 5.278
H -2.787 1.016 2.980
H -3.308 2.151 4.183
H -3.971 2.084 2.459
H -4.269 -0.184 4.523
H -5.042 -0.203 3.016
C -3.449 -2.762 -0.472
C -3.803 -1.335 -0.082
O -4.598 -0.777 -1.112
C -4.754 0.540 -1.130
O -4.236 1.292 -0.362
C -5.600 1.015 -2.312
F -5.030 2.115 -2.823
F -5.697 0.092 -3.281
F -6.862 1.346 -1.962
H -4.283 -3.408 -0.188
H -2.605 -3.206 0.058
H -3.247 -2.933 -1.529
H -2.930 -0.705 0.094
H -4.352 -1.432 0.857
C -2.584 8.654 1.983
C -1.149 8.289 2.373
O -1.041 6.983 2.939
C -0.992 5.954 2.132
O -1.036 5.988 0.932
C -0.842 4.623 2.895
F -1.732 3.745 2.403
F 0.365 4.129 2.614
F -1.149 4.767 4.183
H -3.164 8.854 2.884
H -3.056 7.816 1.475
H -2.488 9.570 1.403
H -0.799 9.067 3.048
H -0.533 8.374 1.477
```

## Properties
2S+1: 1
HOMO-LUMO gap in eV: 10.90
E_LUMO in eV: 0.00
ΔE to the lowest compared entry with this formula, charge and spin in kJ/mol: 0.0
Charge: 0